79
Properties=species:S:1:pos:R:3 method="wB97M-V/def2-TZVPD" e_tot_ev=-153487.9338 molar_mass_g_mol=640.8 homo_energy_ev=-4.3 lumo_energy_ev=1.084 multiplicity=1 total_charge=-1 fmax_ha_per_bohr=0.071
H 0.406 4.364 -3.943
H 0.019 2.887 -2.384
H -3.419 1.727 4.010
C 2.615 -1.211 1.811
H -0.617 -0.033 -4.945
C 0.964 3.451 -0.388
H 4.090 -2.532 0.557
H -2.811 1.909 1.724
H -3.437 -1.947 -0.442
H -2.654 -0.204 9.405
H 0.976 -2.749 2.188
H -3.371 -3.800 -0.838
C 2.197 3.554 -2.783
C 0.589 -1.051 -3.259
C -1.765 -0.111 2.299
C -0.819 -1.949 0.008
C 0.120 0.329 -4.080
H -0.736 2.590 1.612
H 2.036 3.925 -0.167
Br 1.953 1.212 4.396
C 1.072 2.734 -1.856
C 1.763 -2.783 -4.668
H 0.170 -2.367 -0.511
C 1.113 -1.585 2.391
C 2.805 -2.017 -2.534
C 0.771 -2.423 -5.965
H -0.522 1.033 -3.393
H -5.080 -2.702 0.836
H 2.232 -2.802 0.114
H 0.828 2.918 -5.640
C -3.248 -3.016 0.025
H 3.016 2.762 -3.137
Si -0.200 -0.619 1.319
P 2.052 2.646 2.640
C -2.985 0.750 4.493
S 3.544 -3.582 -2.420
H -3.702 -0.151 4.278
H -1.008 1.617 3.763
H 0.210 4.347 -0.374
H -2.345 -1.130 2.536
H -2.649 0.591 0.271
C -3.824 0.732 8.677
H 2.782 4.366 -2.171
H 0.988 -1.430 3.544
H 0.533 -0.765 -2.124
H -1.381 -1.345 -0.846
O -4.227 -3.183 1.124
H 3.380 -1.567 2.653
O -3.191 0.502 9.819
O 3.627 2.404 1.854
H 4.232 1.918 2.487
C -1.481 0.549 3.788
N 1.764 3.317 -5.398
H 1.436 1.622 -1.850
O 0.618 0.601 0.402
H 1.020 -1.342 -6.353
H -3.967 0.393 1.666
H -1.740 -3.148 1.855
O -4.698 1.627 8.667
H -2.864 0.979 5.650
S 3.222 -0.856 -1.074
O -3.405 -0.032 7.774
H 2.795 -3.107 -5.170
C -1.715 -3.146 0.681
C -2.880 0.762 1.409
H -1.276 -4.184 0.299
H 2.388 2.500 -5.218
H 1.229 -3.713 -4.144
H -0.253 -1.880 -3.425
Si 0.586 2.201 1.073
H 2.790 -0.060 1.688
H -0.919 -0.232 4.454
H 2.129 5.207 -4.351
C 3.030 -2.000 0.437
H 0.949 -3.262 -6.776
N 1.927 -1.593 -3.715
C 1.557 4.175 -4.168
H 1.012 0.859 -4.624
H -0.343 -2.452 -5.539